{"formula": "C64H46N7O2ReS2", "method": "ωB97M-V/def2-TZVPD", "species": ["Re", "C", "C", "C", "C", "C", "C", "C", "C", "C", "C", "C", "C", "C", "C", "C", "C", "C", "C", "C", "N", "C", "C", "C", "C", "C", "C", "C", "C", "C", "C", "C", "C", "N", "C", "C", "C", "C", "C", "N", "C", "C", "C", "C", "C", "C", "C", "C", "N", "H", "H", "H", "H", "H", "H", "H", "H", "H", "H", "H", "H", "H", "H", "H", "H", "H", "H", "H", "H", "H", "H", "H", "H", "H", "H", "H", "H", "O", "S", "C", "C", "C", "C", "S", "O", "C", "C", "C", "C", "C", "C", "C", "C", "C", "C", "C", "C", "H", "H", "H", "H", "H", "H", "H", "H", "H", "H", "H", "H", "H", "H", "H", "H", "H", "H", "N", "C", "C", "C", "N", "C", "N"], "coordinates": [[0.135, 0.480, -0.147], [1.262, 0.359, 6.077], [0.188, 1.248, 5.727], [-0.041, 1.904, 4.562], [0.848, 2.065, 3.462], [2.228, -0.019, 3.794], [2.143, -0.238, 5.248], [0.633, 2.783, 2.327], [-0.625, 3.028, 1.670], [-1.665, 3.902, 2.054], [-2.669, 3.719, 1.146], [-2.235, 2.695, 0.251], [-3.077, 2.060, -0.650], [-4.448, 2.594, -0.826], [-5.557, 1.866, -0.407], [-6.833, 2.354, -0.630], [-7.015, 3.565, -1.276], [-5.916, 4.295, -1.691], [-4.637, 3.819, -1.459], [-2.732, 0.940, -1.420], [-1.497, 0.363, -1.532], [-1.609, -0.602, -2.497], [-0.522, -1.186, -3.164], [-0.702, -2.245, -4.180], [-1.382, -2.017, -5.373], [-1.436, -3.001, -6.345], [-0.822, -4.225, -6.139], [-0.153, -4.463, -4.949], [-0.085, -3.479, -3.981], [0.770, -0.694, -3.002], [1.833, -0.992, -3.914], [2.919, -0.310, -3.490], [2.557, 0.320, -2.246], [1.221, 0.161, -2.021], [3.564, 0.741, -1.387], [3.466, 0.980, 0.000], [4.627, 1.512, 0.692], [4.204, 1.971, 1.867], [2.732, 1.769, 1.956], [2.395, 0.947, 0.785], [4.852, 1.059, -2.044], [6.008, 0.304, -1.875], [7.169, 0.674, -2.533], [7.195, 1.797, -3.343], [6.044, 2.548, -3.516], [4.875, 2.173, -2.881], [-2.964, -0.710, -2.926], [-3.649, 0.278, -2.289], [-0.940, 2.314, 0.572], [1.316, 0.089, 7.124], [-0.553, 1.378, 6.508], [-0.963, 2.465, 4.481], [3.118, -0.499, 3.381], [2.822, -0.968, 5.664], [-1.629, 4.584, 2.881], [-3.616, 4.219, 1.101], [-5.411, 0.921, 0.098], [-7.689, 1.780, -0.311], [-8.012, 3.943, -1.443], [-6.054, 5.235, -2.203], [-3.779, 4.382, -1.792], [-1.830, -1.051, -5.555], [-1.946, -2.802, -7.275], [-0.851, -4.980, -6.910], [0.335, -5.410, -4.780], [0.455, -3.664, -3.065], [1.745, -1.626, -4.774], [3.903, -0.283, -3.915], [5.620, 1.530, 0.291], [4.785, 2.448, 2.627], [5.983, -0.577, -1.248], [8.059, 0.076, -2.419], [8.107, 2.081, -3.846], [6.055, 3.418, -4.154], [3.969, 2.747, -3.014], [-3.334, -1.412, -3.645], [-4.677, 0.545, -2.416], [0.040, 0.078, 2.185], [0.853, -0.982, 2.843], [-0.287, -1.613, 4.169], [-1.738, -1.362, 3.792], [-2.330, -2.515, 2.982], [-3.665, -2.154, 2.360], [-3.367, -1.396, 0.671], [-1.946, -0.995, 0.711], [-3.375, -2.987, -0.201], [-2.176, -3.541, -0.606], [-2.167, -4.807, -1.167], [-3.362, -5.490, -1.335], [-4.568, -4.898, -0.984], [-4.579, -3.640, -0.406], [2.237, 1.464, 3.405], [3.091, 2.235, 4.386], [3.351, 3.547, 4.358], [2.998, 4.531, 3.364], [2.426, 4.346, 2.172], [1.918, 3.056, 1.610], [-0.037, -1.129, 5.106], [-0.068, -2.677, 4.246], [-1.782, -0.438, 3.208], [-2.326, -1.212, 4.701], [-2.436, -3.396, 3.620], [-1.634, -2.769, 2.180], [-4.203, -1.410, 2.945], [-4.300, -3.021, 2.207], [-1.265, -2.977, -0.465], [-1.234, -5.260, -1.466], [-3.355, -6.489, -1.744], [-5.498, -5.423, -1.151], [-5.511, -3.177, -0.112], [3.489, 1.662, 5.210], [3.941, 3.940, 5.174], [3.285, 5.541, 3.620], [2.268, 5.199, 1.528], [1.804, 3.160, 0.528], [0.883, -1.348, -0.030], [1.692, -2.172, -0.229], [2.690, -3.066, -0.421], [2.487, -4.232, -1.164], [2.273, -5.167, -1.797], [3.945, -2.684, 0.069], [4.947, -2.301, 0.480]], "mulliken_spin": [0.667, -0.001, 0.000, -0.002, 0.000, 0.000, 0.002, 0.003, -0.002, 0.015, -0.012, 0.044, -0.046, -0.001, -0.001, 0.000, 0.000, 0.000, 0.001, 0.048, 0.102, -0.067, 0.043, 0.008, 0.007, -0.001, 0.002, 0.001, 0.008, -0.037, -0.013, 0.011, -0.084, 0.018, 0.097, -0.070, 0.002, -0.004, 0.007, 0.021, 0.005, 0.009, 0.000, 0.003, -0.001, 0.009, 0.015, -0.022, 0.040, 0.000, 0.000, 0.000, -0.001, 0.000, 0.000, -0.001, -0.001, 0.000, 0.000, 0.000, 0.000, -0.001, 0.000, 0.000, 0.000, -0.004, -0.001, 0.000, 0.000, 0.000, 0.000, 0.000, 0.000, 0.000, 0.000, 0.000, 0.001, 0.063, 0.003, 0.000, 0.001, 0.003, 0.002, 0.011, 0.091, 0.003, -0.007, 0.000, 0.000, 0.000, 0.001, 0.003, -0.001, 0.001, 0.000, 0.002, 0.005, -0.001, 0.000, -0.003, 0.000, 0.000, -0.001, 0.000, 0.001, 0.002, 0.000, 0.000, 0.000, 0.000, 0.000, 0.000, 0.000, 0.000, 0.005, 0.005, 0.005, -0.010, -0.001, 0.001, 0.001, 0.000], "homo_energy_ev": [-9.2, -9.2], "total_charge": 1, "s2": 0.83, "spin_multiplicity": 2, "orbital_gap_ev": [4.7, 4.7], "total_energy_ha": -3874.46196}

=====

{"formula": "C64H47Cl5FeN5P2Si", "method": "ωB97M-V/def2-TZVPD", "species": ["Fe", "C", "Si", "C", "C", "C", "C", "C", "C", "P", "C", "C", "C", "C", "C", "C", "C", "C", "C", "C", "C", "C", "C", "C", "C", "C", "C", "C", "P", "C", "C", "C", "C", "C", "C", "C", "C", "C", "C", "C", "C", "H", "H", "H", "H", "H", "H", "H", "H", "H", "H", "H", "H", "H", "H", "H", "H", "H", "H", "H", "H", "H", "H", "H", "H", "H", "H", "H", "H", "H", "H", "H", "N", "C", "C", "C", "C", "C", "C", "C", "C", "C", "C", "C", "C", "N", "C", "C", "C", "C", "N", "H", "H", "H", "H", "H", "H", "H", "H", "H", "H", "N", "C", "C", "C", "C", "C", "N", "H", "H", "H", "H", "H", "H", "Cl", "C", "C", "C", "Cl", "C", "Cl", "C", "Cl", "C", "Cl"], "coordinates": [[0.151, -0.044, 0.203], [-1.779, 1.099, -2.789], [-0.240, 1.525, -1.737], [1.014, 1.647, -3.179], [0.668, 2.371, -4.331], [1.427, 2.308, -5.488], [2.535, 1.464, -5.544], [2.878, 0.726, -4.426], [2.137, 0.826, -3.245], [2.651, -0.072, -1.710], [4.388, 0.517, -1.519], [4.789, 1.780, -1.954], [6.108, 2.190, -1.817], [7.044, 1.352, -1.229], [6.644, 0.115, -0.741], [5.325, -0.290, -0.871], [2.919, -1.807, -2.271], [4.029, -2.276, -2.978], [4.133, -3.618, -3.311], [3.136, -4.514, -2.941], [2.032, -4.062, -2.238], [1.934, -2.718, -1.902], [-0.631, 3.247, -0.934], [-0.903, 4.302, -1.808], [-1.197, 5.584, -1.360], [-1.202, 5.849, -0.003], [-0.940, 4.823, 0.892], [-0.687, 3.526, 0.451], [-0.391, 2.189, 1.684], [0.306, 3.054, 3.195], [1.654, 2.968, 3.538], [2.158, 3.591, 4.674], [1.320, 4.317, 5.500], [-0.029, 4.404, 5.184], [-0.530, 3.776, 4.056], [-2.009, 1.839, 2.496], [-3.163, 2.600, 2.376], [-4.266, 2.327, 3.178], [-4.222, 1.293, 4.101], [-3.076, 0.511, 4.208], [-1.979, 0.781, 3.406], [-2.470, 1.946, -2.840], [-2.329, 0.244, -2.401], [-1.463, 0.851, -3.800], [-0.220, 2.986, -4.342], [1.143, 2.896, -6.352], [3.113, 1.378, -6.456], [3.727, 0.057, -4.472], [4.071, 2.449, -2.413], [6.403, 3.172, -2.165], [8.076, 1.666, -1.138], [7.360, -0.535, -0.254], [5.022, -1.254, -0.477], [4.826, -1.601, -3.262], [4.999, -3.968, -3.859], [3.226, -5.561, -3.203], [1.248, -4.750, -1.943], [1.063, -2.365, -1.367], [-0.881, 4.135, -2.873], [-1.412, 6.370, -2.073], [-1.408, 6.847, 0.362], [-0.920, 5.048, 1.950], [2.329, 2.403, 2.928], [3.212, 3.501, 4.905], [1.708, 4.806, 6.384], [-0.703, 4.962, 5.822], [-1.590, 3.857, 3.859], [-3.206, 3.411, 1.658], [-5.160, 2.932, 3.084], [-5.079, 1.092, 4.732], [-3.041, -0.313, 4.911], [-1.086, 0.166, 3.483], [-7.892, -5.784, 3.940], [-7.019, -5.183, 3.498], [-5.925, -4.421, 2.947], [-4.925, -5.058, 2.218], [-3.881, -4.319, 1.691], [-3.811, -2.938, 1.878], [-4.818, -2.314, 2.616], [-5.867, -3.044, 3.146], [-2.707, -2.128, 1.295], [-1.391, -2.568, 1.477], [-0.963, -3.708, 2.209], [0.372, -3.897, 1.928], [0.727, -2.850, 1.062], [-0.296, -2.035, 0.806], [-3.053, -0.983, 0.594], [-4.368, -0.632, 0.172], [-4.294, 0.641, -0.329], [-2.940, 1.019, -0.199], [-2.176, 0.060, 0.303], [-4.972, -6.127, 2.064], [-3.120, -4.816, 1.105], [-4.765, -1.246, 2.786], [-6.645, -2.553, 3.715], [-1.578, -4.298, 2.869], [1.029, -4.668, 2.296], [1.696, -2.686, 0.608], [-5.236, -1.270, 0.213], [-5.091, 1.245, -0.733], [-2.539, 1.990, -0.438], [-1.655, -4.185, -1.356], [-1.552, -3.428, -2.496], [-2.268, -3.779, -3.654], [-2.062, -3.055, -4.804], [-1.141, -2.010, -4.796], [-0.493, -1.747, -3.610], [-0.698, -2.407, -2.466], [-2.433, -4.811, -1.264], [-1.266, -3.788, -0.512], [-2.962, -4.610, -3.628], [-2.601, -3.312, -5.708], [-0.939, -1.423, -5.682], [0.252, -0.961, -3.566], [1.739, -1.342, 3.305], [2.746, -0.348, 2.290], [2.164, 0.403, 1.273], [2.966, 1.454, 0.825], [2.278, 2.650, -0.237], [4.274, 1.681, 1.241], [5.147, 3.075, 0.730], [4.868, 0.776, 2.118], [6.519, 0.952, 2.566], [4.089, -0.237, 2.665], [4.780, -1.309, 3.823]], "mulliken_spin": [3.886, 0.025, 0.044, 0.034, 0.005, 0.002, 0.001, -0.006, -0.025, 0.116, 0.063, 0.023, -0.007, 0.013, -0.007, 0.030, 0.043, -0.004, 0.000, 0.002, 0.001, 0.007, 0.106, 0.011, 0.004, -0.001, -0.002, -0.049, 0.155, 0.043, -0.005, -0.002, 0.002, 0.000, 0.000, 0.016, 0.004, 0.001, 0.003, 0.004, 0.018, 0.009, -0.002, -0.014, 0.004, 0.000, 0.000, 0.002, 0.003, 0.000, 0.001, 0.000, 0.000, 0.000, 0.000, 0.000, 0.001, 0.018, -0.001, 0.000, 0.000, 0.000, 0.022, 0.000, 0.000, 0.000, 0.001, -0.001, 0.000, 0.000, 0.000, -0.004, 0.000, 0.000, 0.000, -0.001, 0.000, 0.006, 0.000, -0.001, -0.040, 0.086, 0.030, -0.004, 0.111, -0.085, 0.073, 0.010, 0.001, 0.033, 0.055, 0.000, -0.001, 0.000, 0.000, 0.000, 0.000, 0.001, 0.000, 0.002, -0.017, 0.003, -0.004, 0.000, 0.000, 0.006, 0.022, 0.077, 0.000, 0.007, 0.000, 0.000, 0.000, -0.024, 0.000, -0.157, 0.233, -0.019, 0.003, 0.012, 0.003, -0.003, 0.000, -0.009, 0.002], "homo_energy_ev": [-7.3, -7.5], "total_charge": 0, "s2": 8.77, "spin_multiplicity": 6, "orbital_gap_ev": [6.3, 6.1], "total_energy_ha": -7277.65152}